Below is a structure of composition C24H27NOPbSi in a non-equilibrium geometry, with properties calculated with the ωB97M-V functional and the def2-TZVPD basis.

Orbital gap = 5.7 eV

The geometry in ORCA input format:
```
! wB97M-V def2-TZVPD RIJCOSX def2/J DEFGRID3
* xyz 2 1
C 0.4229 -1.0135 0.8531
C 1.6304 -0.5714 1.4386
C 1.3723 0.6114 2.1661
H 2.5976 -1.0577 1.3440
C -0.0098 0.9135 2.0496
C -0.6055 -0.1074 1.2333
H -1.6723 -0.2418 1.0716
H 0.3014 -1.9173 0.2589
H 2.1115 1.1753 2.7300
H -0.5466 1.7298 2.5278
Pb -0.0603 1.8718 -0.5492
C 2.6585 1.7141 -2.7444
H 1.7502 1.6571 -2.1365
H 2.4094 2.0999 -3.7379
H 3.4505 2.3285 -2.2864
Si 3.5398 -0.5645 -1.9946
C 3.5610 -2.2105 -2.8255
C 3.2223 -3.3102 -2.0076
H 3.1343 -3.1618 -0.9306
C 2.9745 -4.5702 -2.5588
H 2.7691 -5.4074 -1.8906
C 2.9685 -4.7223 -3.9515
H 2.7399 -5.7004 -4.3845
C 3.2745 -3.6305 -4.7755
H 3.2405 -3.7429 -5.8631
C 3.6099 -2.3905 -4.2195
H 3.8988 -1.5606 -4.8706
C 4.6534 -0.0648 -0.6045
C 5.5996 -0.9768 -0.0942
H 5.8535 -1.8779 -0.6665
C 6.1930 -0.7450 1.1552
H 6.9158 -1.4620 1.5337
C 5.8677 0.3781 1.9215
H 6.3066 0.5350 2.9117
C 4.9953 1.3245 1.3753
H 4.7487 2.2228 1.9348
C 4.4149 1.1298 0.1189
H 3.7561 1.9168 -0.2698
H 2.2974 -0.7619 -1.2011
H 3.2709 0.5096 -3.0571
O -0.8189 -0.2005 -1.8967
C -2.1984 -0.6157 -1.7013
C -2.9892 0.5768 -1.2913
C -4.3622 0.6461 -1.4835
C -5.0260 1.8304 -1.1515
C -4.3066 2.8855 -0.5650
C -2.9533 2.7330 -0.3229
N -2.2978 1.6214 -0.7753
H -0.2863 -0.9693 -2.1795
H -2.6073 -0.9929 -2.6535
H -2.2688 -1.4020 -0.9254
H -4.8501 -0.2338 -1.9098
H -6.0930 1.9296 -1.3527
H -4.7766 3.8326 -0.2889
H -2.3436 3.4891 0.1948
*
```


Below is an isolated molecule of C4H7NOS in a non-equilibrium geometry, with properties calculated with the ωB97M-V functional and the def2-TZVPD basis.

Structure (SMILES) = C=CN(O)C(C)=S
Orbital gap = 8.9 eV

The geometry in ORCA input format:
```
! wB97M-V def2-TZVPD RIJCOSX def2/J DEFGRID3
* xyz 0 1
C -2.2414 -0.9701 0.0012
C -1.7957 0.2925 -0.0333
N -0.4125 0.6575 -0.0055
O -0.3275 2.0613 -0.0241
C 0.7659 -0.0142 -0.0402
C 1.9485 0.9138 -0.0580
S 0.8908 -1.6494 0.0298
H -3.2518 -1.2034 -0.2563
H -1.5505 -1.7832 0.2299
H -2.3993 1.1402 -0.1334
H -0.2917 2.3170 0.9195
H 1.8889 1.6635 -0.9105
H 1.9672 1.5048 0.8525
H 2.8278 0.3278 -0.1662
*
```


E_HOMO (computed, eV): -13.288, -8.357
Electronic energy (computed, eV): -41969.9947, -18631.6798